Here is C37H55CrF3O22S as an isolated structure from OMol25. Energies are from wB97M-V/def2-TZVPD.

Geometry (Å):
Cr -2.0511 -3.3207 0.0696
C 0.6775 -0.1479 0.8280
F 1.4531 -1.2138 0.6974
F 0.0045 -0.1621 1.9683
F 1.3781 0.9649 0.6862
S -0.6133 -0.2021 -0.5800
O 0.1828 -0.3983 -1.7770
O -1.4493 -1.3626 -0.2791
O -1.3571 1.0290 -0.5466
O -0.9498 -3.2421 1.6249
H -0.2603 -2.9824 2.2401
O -3.1093 -2.8331 -1.6248
C -3.9327 -2.1176 -2.1712
O -5.1694 -2.5561 -2.3582
C -5.9257 -1.5671 -3.1043
C -5.2227 -0.2574 -2.8339
C -3.7662 -0.7153 -2.6503
H -6.9047 -1.5858 -2.6279
H -5.9676 -1.8421 -4.1574
H -5.7060 0.1518 -1.9439
H -5.3539 0.4841 -3.6179
H -3.2206 -0.1531 -1.8931
H -3.2287 -0.7122 -3.6006
O 4.7625 -1.7611 -0.4570
C 4.6948 -0.5664 -0.5137
O 5.1658 0.2364 0.4526
C 4.6324 1.5714 0.3855
C 4.1984 1.6973 -1.0895
C 4.0200 0.2711 -1.5823
H 5.3698 2.2840 0.7396
H 3.7647 1.6834 1.0355
H 4.9830 2.1851 -1.6679
H 3.2959 2.2973 -1.2027
H 4.5111 0.1286 -2.5424
H 2.9895 -0.0847 -1.6532
O -3.6602 -2.0473 1.0055
C -4.7042 -1.6758 1.5056
O -4.7910 -0.8591 2.5306
C -6.1654 -0.6649 2.9224
C -7.0268 -1.1374 1.7504
C -6.0625 -2.1618 1.1018
H -6.3412 0.4018 3.0519
H -6.3859 -1.1498 3.8697
H -7.2701 -0.3336 1.0622
H -7.9108 -1.6857 2.0645
H -6.2289 -2.3498 0.0456
H -6.1051 -3.1531 1.5694
O -0.2176 0.0712 -6.5596
C 0.9316 0.2432 -6.2493
O 1.8730 0.4556 -7.1746
C 3.1548 0.7182 -6.5551
C 2.9908 0.3645 -5.0822
C 1.4894 0.2604 -4.8368
H 3.3570 1.7856 -6.6271
H 3.8968 0.1080 -7.0606
H 3.4639 1.1837 -4.5372
H 3.5404 -0.5397 -4.8193
H 1.0784 1.0791 -4.2450
H 1.1885 -0.6112 -4.2583
O 4.5759 -3.6489 5.8322
C 4.1308 -3.1707 4.8387
O 4.6895 -2.1663 4.1541
C 3.9119 -1.7751 2.9914
C 2.6496 -2.6129 3.0222
C 2.8516 -3.6704 4.1410
H 4.5881 -1.8902 2.1485
H 3.7433 -0.7211 3.2093
H 2.5179 -3.1102 2.0606
H 1.7326 -2.0732 3.2669
H 2.9764 -4.6452 3.6802
H 2.0802 -3.6643 4.9054
O 4.4608 1.8634 3.8202
C 3.4081 1.6089 4.3069
O 3.2572 1.0427 5.5341
C 1.9024 1.0488 5.9982
C 1.0614 1.3458 4.7508
C 2.0322 1.9794 3.7776
H 1.9279 1.7406 6.8443
H 1.6249 0.0942 6.4475
H 0.1799 1.9790 4.8487
H 0.6640 0.3978 4.3844
H 1.9944 3.0703 3.7868
H 1.9655 1.6574 2.7446
O 0.4821 6.8259 -1.0248
C 0.2909 5.8275 -1.6428
O 1.3077 5.1761 -2.2784
C 0.8540 3.9312 -2.8180
C -0.6759 3.9517 -2.8245
C -1.0030 5.0818 -1.8499
H 1.2522 3.0846 -2.2499
H 1.2472 3.7699 -3.8221
H -1.1153 3.0485 -2.4073
H -0.9670 4.1645 -3.8502
H -1.3277 4.7001 -0.8779
H -1.8583 5.6645 -2.1880
O -0.3038 -3.5025 -1.0545
C 0.6890 -3.9856 -1.5460
O 0.7490 -5.2885 -1.8714
C 2.1438 -5.6378 -2.2089
C 2.6808 -4.2892 -2.6551
C 2.0206 -3.2988 -1.7440
H 2.1244 -6.3296 -3.0420
H 2.6303 -5.9938 -1.3046
H 2.5366 -4.1461 -3.7255
H 3.7695 -4.2649 -2.5386
H 1.8932 -2.2995 -2.1480
H 2.4298 -3.3112 -0.7294
O -2.2062 3.0313 5.2314
C -2.2930 3.0732 4.0447
O -2.2467 1.9396 3.2969
C -2.6591 2.1907 1.9535
C -3.3191 3.5627 2.0221
C -2.5348 4.2723 3.1039
H -3.3034 1.4097 1.5570
H -1.7812 2.2455 1.3112
H -4.3886 3.4471 2.2279
H -3.3476 4.1154 1.0792
H -3.0997 5.0210 3.6487
H -1.5874 4.6298 2.7031

* Kohn-Sham gap (spin up / spin down): 5.1 / 7.0 eV
* 2S+1: 4
* charge: +1

Here is an isolated ion of composition C5H8N and charge +1 from OMol25. Energies are from wB97M-V/def2-TZVPD.

Geometry (Å):
C -0.2826 0.4310 0.2169
C -0.8605 1.3069 1.0462
C 0.1977 -0.2984 -0.6685
C 0.3373 -1.8065 -2.7770
C -1.1961 0.9583 2.4244
N 0.8220 -1.3864 -1.3842
H -1.1528 2.1479 0.5653
H 1.0859 -1.8386 -3.6254
H -0.6812 -1.5227 -2.9015
H -2.1304 1.2760 2.7983
H -0.5216 1.1939 3.1377
H -1.1941 -0.2390 2.5333
H 1.7535 -0.9980 -1.7172
H 0.7492 -2.2450 -0.7941

* Kohn-Sham gap (spin up / spin down): 6.6 / 10.1 eV
* energy above the lowest of the compared OMol25 structures with the same formula, charge and spin: 167.57 kcal per mole
* charge: +1

Here is C32H80N5O7 as an isolated structure from OMol25. Energies are from wB97M-V/def2-TZVPD.

Geometry (Å):
N 9.2827 8.0040 7.2072
O 9.5976 7.5258 6.1059
O 8.4723 8.8316 7.2536
O 9.6636 7.5918 8.2676
C 12.5718 9.9333 6.6947
C 11.8243 8.9877 5.5995
N 10.8065 9.8467 4.6465
C 11.5687 11.0185 4.0053
C 10.4671 8.8667 3.4520
C 9.8663 7.5295 3.9694
C 9.5678 10.3394 5.4271
C 8.3210 10.6282 4.4865
O 8.6832 11.4243 3.3431
C 7.6384 11.5924 2.4196
H 11.9671 10.1152 7.5831
H 12.7560 10.9838 6.4699
H 13.5049 9.4691 7.0141
H 11.1010 8.3648 6.1257
H 12.4832 8.3007 5.0684
H 11.6549 11.8052 4.7548
H 10.9509 11.4867 3.2390
H 12.5162 10.6610 3.6023
H 11.3748 8.6219 2.9005
H 9.7619 9.4315 2.8422
H 8.9855 7.6395 4.6020
H 10.6547 6.8834 4.3556
H 9.7106 6.9090 3.0869
H 9.9558 11.1928 5.9832
H 9.3700 9.5160 6.1134
H 7.5995 11.0808 5.1667
H 7.8846 9.7118 4.0891
H 6.6841 12.0566 2.6683
H 7.4913 10.6498 1.8923
H 8.0510 12.3628 1.7682
C 7.6872 7.2398 3.4756
C 7.4096 7.2088 4.9940
N 7.2231 5.8166 5.6017
C 8.5912 5.0470 5.5507
C 6.7866 5.9131 7.1090
C 7.7717 6.5525 8.2017
C 6.0724 5.1092 4.8960
C 5.8580 3.6012 5.3100
O 7.0642 2.8768 5.1161
C 6.9703 1.5108 5.5169
H 6.9416 7.0882 2.6951
H 8.4673 6.5503 3.1531
H 8.1509 8.2191 3.3572
H 6.4495 7.6826 5.1985
H 8.2453 7.6629 5.5265
H 9.3956 5.7147 5.8594
H 8.8757 4.6994 4.5576
H 8.5228 4.2805 6.3227
H 6.6748 4.8767 7.4278
H 5.8226 6.4215 7.0942
H 7.4709 6.3629 9.2321
H 7.6771 7.6352 8.1185
H 8.8502 6.4661 8.0691
H 6.1626 5.3137 3.8291
H 5.1732 5.7070 5.0440
H 5.1030 3.1193 4.6887
H 5.5067 3.4412 6.3293
H 7.0575 1.4310 6.6005
H 7.7613 0.9363 5.0348
H 6.0109 1.0069 5.4002
C 6.6260 12.3708 4.7937
C 5.4007 12.2753 5.6852
N 5.6966 12.3336 7.1742
C 5.8534 13.8668 7.4393
C 4.3315 11.8676 7.8224
C 4.3383 11.8168 9.3549
C 6.9288 11.4899 7.7874
C 7.0480 9.9990 7.3053
O 5.9968 9.2313 7.7222
C 6.2020 7.7684 7.7050
H 7.4435 11.7005 5.0595
H 6.8869 13.4262 4.7159
H 6.2696 12.1532 3.7869
H 5.1699 11.2112 5.6356
H 4.5980 12.9251 5.3367
H 6.6847 14.2383 6.8401
H 6.1250 13.8444 8.4947
H 5.0052 14.5280 7.2615
H 3.9549 10.9480 7.3745
H 3.5167 12.5570 7.6011
H 3.3157 11.8047 9.7319
H 4.9645 12.5404 9.8769
H 4.8409 10.8817 9.6020
H 6.9341 11.5796 8.8737
H 7.7272 12.1365 7.4233
H 7.9560 9.6050 7.7617
H 7.2041 9.8785 6.2333
H 6.5021 7.3289 6.7538
H 5.2730 7.3366 8.0772
H 6.8856 7.5283 8.5194
C 12.0531 6.7880 9.2511
C 10.6355 6.1064 9.3362
N 9.7770 6.5259 10.5879
C 9.3204 8.0122 10.4363
C 8.5212 5.6876 10.4066
C 7.3092 5.9730 11.3447
C 10.4149 6.4585 11.9979
C 11.2839 5.2545 12.2078
O 10.4312 4.1477 11.9957
C 11.0193 2.8532 12.3092
H 12.8637 6.0625 9.3201
H 12.2890 7.7075 9.7869
H 12.1903 7.0448 8.2007
H 10.8479 5.0389 9.2785
H 10.0305 6.3393 8.4599
H 8.4689 7.9495 9.7588
H 10.1318 8.5178 9.9126
H 9.1136 8.4429 11.4160
H 8.8492 4.6571 10.2702
H 8.1834 5.8606 9.3848
H 6.4363 5.3470 11.1594
H 6.9642 7.0033 11.4316
H 7.7610 5.7047 12.2996
H 9.6093 6.7555 12.6694
H 11.1093 7.2963 12.0619
H 11.8379 5.3743 13.1388
H 12.0704 5.2074 11.4545
H 11.7994 2.9862 13.0588
H 11.2808 2.3342 11.3870
H 10.2276 2.2917 12.8053

* Kohn-Sham gap: 7.6 eV
* charge: +3

Here is H16Li4O16S2 as an isolated structure from OMol25. Energies are from wB97M-V/def2-TZVPD.

Geometry (Å):
Li -3.5061 0.6150 0.9385
Li -2.9472 3.0648 -1.8445
Li -0.7112 3.3139 2.1177
Li 1.4285 3.7372 -3.4197
S -3.9186 2.0878 4.4528
O -4.6046 3.3721 4.2634
O -2.9306 1.9078 3.4217
O -3.3025 2.0352 5.7433
O -4.9539 1.0544 4.2186
S 0.1752 0.6864 -0.8760
O -1.2241 0.9311 -1.0754
O 0.8744 1.1165 -2.0513
O 0.5781 1.4331 0.3076
O 0.3775 -0.7516 -0.6578
O -0.3788 -3.8839 -2.5952
H -0.1815 -3.1983 -1.9570
H 0.1092 -4.6472 -2.2861
O -1.9390 -0.3459 -5.0873
H -1.4495 -0.2507 -4.2702
H -1.2714 -0.3120 -5.7723
O 2.8540 -1.6617 -4.2010
H 2.4621 -2.3987 -3.7325
H 2.6803 -0.9032 -3.6435
O 2.8927 4.2536 -0.5639
H 2.2732 3.7024 -0.0857
H 3.6607 4.3011 0.0053
O -3.4497 -2.4930 1.1643
H -4.1557 -3.1394 1.1654
H -2.7009 -2.9546 1.5416
O -0.1402 -3.2426 1.9623
H 0.3266 -4.0619 1.7979
H 0.1021 -2.6769 1.2292
O 3.6089 0.7676 2.8295
H 3.0542 0.4751 3.5526
H 2.9982 1.1426 2.1950
O 4.7356 -1.2575 0.3083
H 4.6884 -0.6309 1.0303
H 3.8855 -1.1874 -0.1261

* Kohn-Sham gap: 2.1 eV
* energy above the lowest of the compared OMol25 structures with the same formula, charge and spin: 247.59 kcal per mole
* charge: 0

Here is one molecule with the formula C5H6O from OMol25. Energies are from wB97M-V/def2-TZVPD.

Geometry (Å):
C -1.0925 0.9691 0.3203
C -0.3293 -0.2531 0.7691
O -0.8264 -1.3082 1.0773
C 0.7111 -0.9137 -1.4155
C 1.3735 -0.4336 -0.3807
C 1.2346 0.0027 0.8367
H -2.0710 0.7561 -0.1156
H -0.5091 1.6166 -0.3396
H -1.2370 1.4904 1.2709
H 0.4446 -0.2943 -2.2622
H 0.3903 -1.9527 -1.3976
H 1.9112 0.3207 1.6368

* Kohn-Sham gap: 9.9 eV
* energy above the lowest of the compared OMol25 structures with the same formula, charge and spin: 66.15 kcal per mole
* charge: 0

Here is one molecule with the formula C7H11NO from OMol25. Energies are from wB97M-V/def2-TZVPD.

Geometry (Å):
C 1.9608 -1.3453 -0.2935
C 0.8520 0.8573 -0.5522
C 0.7901 1.8039 0.7760
C -0.4153 1.5489 0.1398
C -1.0599 0.1293 0.2752
C -1.3227 -1.3788 0.8231
C -0.0492 -0.7161 0.4693
H 2.0433 -1.2711 0.8029
H 3.1992 -1.1107 -0.6985
H 1.8473 -2.3558 -0.6870
H 1.5316 1.3607 -1.3066
H 1.6589 2.5915 0.2855
H 1.1669 1.5351 1.8571
H -1.2410 2.0118 -0.2729
H -2.8260 -0.0775 -0.7131
H -1.3341 -1.9264 1.7964
H -2.0728 -1.7819 0.1940
H 0.6234 -0.8114 1.5558
N 0.7526 -0.6234 -0.5981
O -1.7999 0.1005 -1.0567

* Kohn-Sham gap: 9.3 eV
* energy above the lowest of the compared OMol25 structures with the same formula, charge and spin: 241.75 kcal per mole
* charge: 0

| no. | F_max (eV/Å) |
| --- | --- |
| 1 | 5.8 |
| 2 | 5.0 |
| 3 | 14.1 |
| 4 | 6.6 |
| 5 | 1.3 |
| 6 | 7.7 |